Record 1
{"formula": "C6H12O2", "method": "ωB97M-V with the def2-TZVPD basis set", "species": ["C", "C", "C", "C", "C", "C", "O", "H", "H", "H", "H", "H", "H", "H", "H", "H", "H", "O", "H", "H"], "coordinates": [[1.363, 2.871, 0.831], [0.200, 2.358, 0.430], [-1.181, 2.810, 0.853], [0.279, 1.104, -0.447], [-0.145, -0.133, 0.414], [-0.693, -1.202, -0.569], [-1.388, -2.120, -0.255], [1.329, 3.808, 1.400], [2.334, 2.617, 0.433], [-1.840, 2.063, 0.408], [-1.532, 3.683, 0.287], [-1.184, 2.831, 1.940], [-0.426, 1.322, -1.271], [1.284, 0.954, -0.845], [-0.858, 0.206, 1.165], [0.706, -0.625, 0.870], [-0.443, -0.870, -1.596], [1.359, -4.487, -1.083], [1.701, -4.493, -0.199], [0.440, -4.760, -0.913]], "largest_force_ev_per_a": 2.19, "lumo_ev": 0.8, "smiles": "C=C(C)CCC=O.O"}


Record 2
{"formula": "C6H12O2", "method": "ωB97M-V with the def2-TZVPD basis set", "species": ["C", "C", "C", "C", "C", "C", "O", "O", "H", "H", "H", "H", "H", "H", "H", "H", "H", "H", "H", "H"], "coordinates": [[0.389, -0.120, 0.368], [-0.776, -1.177, -1.427], [-0.822, 0.425, 0.421], [-0.552, -0.711, 1.382], [1.800, -0.059, -0.035], [0.125, 1.983, 1.649], [0.271, -1.544, -2.283], [-1.711, -0.373, -2.083], [-2.082, -0.858, -2.840], [0.618, -0.730, -2.671], [-1.206, -2.103, -1.033], [-1.580, 1.005, -0.075], [-0.906, -1.720, 1.186], [-0.616, -0.456, 2.437], [2.451, -0.016, 0.840], [1.991, 0.801, -0.679], [2.040, -0.975, -0.582], [0.906, 1.667, 2.335], [0.452, 2.720, 0.922], [-0.793, 2.241, 2.170]], "largest_force_ev_per_a": 3.30, "lumo_ev": [0.7, 0.7]}


What did the first record say?
{"formula": "C6H12O2", "method": "ωB97M-V with the def2-TZVPD basis set", "species": ["C", "C", "C", "C", "C", "C", "O", "H", "H", "H", "H", "H", "H", "H", "H", "H", "H", "O", "H", "H"], "coordinates": [[1.363, 2.871, 0.831], [0.200, 2.358, 0.430], [-1.181, 2.810, 0.853], [0.279, 1.104, -0.447], [-0.145, -0.133, 0.414], [-0.693, -1.202, -0.569], [-1.388, -2.120, -0.255], [1.329, 3.808, 1.400], [2.334, 2.617, 0.433], [-1.840, 2.063, 0.408], [-1.532, 3.683, 0.287], [-1.184, 2.831, 1.940], [-0.426, 1.322, -1.271], [1.284, 0.954, -0.845], [-0.858, 0.206, 1.165], [0.706, -0.625, 0.870], [-0.443, -0.870, -1.596], [1.359, -4.487, -1.083], [1.701, -4.493, -0.199], [0.440, -4.760, -0.913]], "largest_force_ev_per_a": 2.19, "lumo_ev": 0.8, "smiles": "C=C(C)CCC=O.O"}


> What is the formula in the first record?

C6H12O2


Copy entry 1 word for word.
{"formula": "C6H12O2", "method": "ωB97M-V with the def2-TZVPD basis set", "species": ["C", "C", "C", "C", "C", "C", "O", "H", "H", "H", "H", "H", "H", "H", "H", "H", "H", "O", "H", "H"], "coordinates": [[1.363, 2.871, 0.831], [0.200, 2.358, 0.430], [-1.181, 2.810, 0.853], [0.279, 1.104, -0.447], [-0.145, -0.133, 0.414], [-0.693, -1.202, -0.569], [-1.388, -2.120, -0.255], [1.329, 3.808, 1.400], [2.334, 2.617, 0.433], [-1.840, 2.063, 0.408], [-1.532, 3.683, 0.287], [-1.184, 2.831, 1.940], [-0.426, 1.322, -1.271], [1.284, 0.954, -0.845], [-0.858, 0.206, 1.165], [0.706, -0.625, 0.870], [-0.443, -0.870, -1.596], [1.359, -4.487, -1.083], [1.701, -4.493, -0.199], [0.440, -4.760, -0.913]], "largest_force_ev_per_a": 2.19, "lumo_ev": 0.8, "smiles": "C=C(C)CCC=O.O"}